Computed, not measured: C35H49BClN7O4PS2W as an isolated structure at a distorted geometry, with ωB97M-V/def2-TZVPD.

* ⟨S²⟩: 3.79
* HOMO level (alpha / beta): -5.6 / -8.0 eV
* Kohn-Sham gap (alpha / beta): 5.7 / 7.8 eV

Geometry as ORCA input:
```
! RIJCOSX wB97M-V def2-TZVPD def2/J DEFGRID3
* xyz 0 4
W -0.134 0.224 -0.573
C -2.604 -2.612 -2.202
C -3.467 -2.167 -1.026
C -4.682 -3.089 -0.899
C -2.682 -2.127 0.258
C -3.095 -2.686 1.473
C -2.022 -2.541 2.324
N -1.045 -1.936 1.650
N -1.426 -1.659 0.381
B 0.403 -1.693 2.057
N 0.676 -0.212 2.397
C 0.705 0.287 3.627
C 1.100 1.600 3.548
C 1.341 1.845 2.195
N 0.998 0.743 1.480
C 2.117 3.122 1.842
C 2.544 3.506 0.430
C 3.401 3.114 2.693
N 1.292 -2.130 0.873
C 2.142 -3.153 0.850
C 2.612 -3.304 -0.437
C 1.984 -2.305 -1.184
N 1.174 -1.597 -0.378
C 2.184 -2.086 -2.660
C 1.241 -3.008 -3.439
C 3.637 -2.333 -3.064
H -3.146 -2.478 -3.141
H -2.360 -3.676 -2.093
H -1.671 -2.061 -2.266
H -3.840 -1.164 -1.213
H -4.390 -4.087 -0.561
H -5.163 -3.196 -1.873
H -5.428 -2.700 -0.202
H -4.037 -3.161 1.685
H -1.873 -2.853 3.346
H 0.675 -2.359 3.032
H 0.473 -0.340 4.474
H 1.267 2.285 4.364
H 1.476 3.926 2.216
H 3.343 2.855 0.059
H 2.964 4.514 0.479
H 1.729 3.519 -0.276
H 4.047 2.286 2.384
H 3.209 3.004 3.760
H 3.953 4.044 2.540
H 2.339 -3.707 1.755
H 3.312 -4.040 -0.796
H 1.910 -1.064 -2.895
H 1.380 -4.046 -3.124
H 1.445 -2.949 -4.512
H 0.198 -2.735 -3.275
H 3.904 -3.388 -2.960
H 4.342 -1.749 -2.465
H 3.774 -2.066 -4.114
C -1.747 4.545 3.636
C -2.628 4.583 2.411
O -1.854 4.174 1.264
P -2.136 2.740 0.596
S -2.179 1.307 1.876
S -0.699 2.732 -0.861
O -3.575 2.895 -0.073
C -3.786 3.904 -1.085
C -5.249 4.263 -1.062
H -2.305 4.893 4.509
H -0.880 5.197 3.503
H -1.399 3.527 3.818
H -2.972 5.595 2.201
H -3.503 3.942 2.525
H -3.482 3.484 -2.045
H -3.160 4.774 -0.885
H -5.867 3.394 -1.294
H -5.457 5.040 -1.801
H -5.538 4.636 -0.078
Cl -3.036 1.358 -7.308
C -2.167 0.865 -5.867
C -0.864 0.385 -5.990
C -0.181 0.002 -4.833
C -0.783 0.078 -3.590
O -0.099 -0.338 -2.504
C -2.095 0.571 -3.469
C -2.684 0.656 -2.207
O -2.081 0.380 -1.074
C -2.781 0.962 -4.643
H -0.401 0.317 -6.964
H 0.833 -0.381 -4.897
H -3.704 1.015 -2.087
H -3.794 1.342 -4.571
C 5.553 2.029 -3.052
C 4.236 1.657 -2.433
C 3.033 2.026 -3.013
C 1.839 1.671 -2.412
N 1.791 0.987 -1.269
C 2.940 0.640 -0.691
C 4.169 0.949 -1.244
H 5.463 2.168 -4.129
H 6.311 1.270 -2.859
H 5.914 2.968 -2.627
H 2.998 2.579 -3.943
H 0.896 1.927 -2.869
H 2.869 0.102 0.239
H 5.065 0.624 -0.728
*
```

Computed, not measured: an isolated ion of composition C6H8FN2O3 and charge +1 at a distorted geometry, with ωB97M-V/def2-TZVPD.

* ⟨S²⟩: 2.01
* HOMO level (alpha / beta): -10.2 / -14.8 eV
* Kohn-Sham gap (alpha / beta): 6.0 / 7.7 eV

Geometry as ORCA input:
```
! RIJCOSX wB97M-V def2-TZVPD def2/J DEFGRID3
* xyz 1 3
C -0.870 -1.226 0.736
C 0.421 -1.896 0.631
C -1.231 -0.232 -0.046
C 1.462 -1.247 0.122
C -0.340 0.332 -1.145
C 1.174 0.344 -0.684
N 1.250 1.282 0.454
N -2.343 0.673 0.317
O 0.186 1.529 0.976
O 2.345 1.663 0.822
O 2.144 0.527 -1.603
F 2.683 -1.771 0.017
H -1.380 -1.521 1.609
H 0.297 -2.812 1.134
H -0.335 -0.153 -2.050
H -0.625 1.418 -1.445
H -2.986 0.850 -0.512
H -1.933 1.423 0.803
H -2.784 0.022 0.935
H 2.865 0.796 -1.071
*
```

Computed, not measured: C31H49NO3P2SSm as an isolated structure at a distorted geometry, with ωB97M-V/def2-TZVPD.

* ⟨S²⟩: 8.77
* HOMO level (alpha / beta): -10.4 / -10.4 eV
* Kohn-Sham gap (alpha / beta): 6.8 / 7.2 eV

Geometry as ORCA input:
```
! RIJCOSX wB97M-V def2-TZVPD def2/J DEFGRID3
* xyz 1 6
Sm 0.049 -0.135 -0.347
C 1.507 -1.606 1.504
C 2.256 -1.476 0.291
C 2.250 0.575 1.357
C 1.548 -0.352 2.178
C 2.676 -0.107 0.176
C 0.973 -2.872 2.074
H 0.685 -3.592 1.294
H 0.088 -2.696 2.700
H 1.726 -3.372 2.706
C 1.123 -0.109 3.575
H 0.710 -1.007 4.044
H 0.354 0.668 3.619
H 1.956 0.230 4.207
C 2.667 1.946 1.728
H 3.700 1.983 2.109
H 2.024 2.362 2.509
H 2.621 2.628 0.871
C 3.504 0.468 -0.923
H 4.580 0.298 -0.747
H 3.361 1.553 -1.026
H 3.257 0.015 -1.898
C 2.679 -2.609 -0.575
H 3.514 -3.172 -0.127
H 3.009 -2.261 -1.558
H 1.863 -3.322 -0.751
C -1.089 -1.458 -2.458
C -0.328 -2.476 -1.954
C 0.298 -3.511 -2.857
C 1.551 -3.089 -3.675
C 1.895 -1.628 -3.628
C 1.101 -0.691 -4.141
C -0.170 -1.044 -4.856
C -1.371 -1.389 -3.940
H -0.450 -3.888 -3.572
H 1.409 -3.418 -4.720
H 0.600 -4.379 -2.251
H -1.770 -2.355 -4.286
H -1.826 -0.893 -1.847
H -0.423 -2.802 -0.897
H -2.158 -0.646 -4.133
H -0.455 -0.196 -5.497
H 1.411 0.354 -4.214
H 0.002 -1.888 -5.548
H 2.415 -3.664 -3.308
H 2.921 -1.396 -3.329
P -2.548 -1.209 1.041
C -2.863 -1.116 2.836
H -3.888 -1.425 3.079
H -2.725 -0.088 3.181
H -2.156 -1.755 3.375
C -3.962 -0.247 0.416
H -4.871 -0.459 0.992
H -4.132 -0.474 -0.640
H -3.726 0.822 0.515
C -3.098 -2.925 0.680
H -3.187 -3.064 -0.406
H -4.066 -3.141 1.158
H -2.345 -3.635 1.053
P -0.227 2.370 -1.924
C 1.269 2.878 -2.834
H 1.022 3.528 -3.683
H 1.784 1.987 -3.206
H 1.959 3.405 -2.164
C -1.475 2.242 -3.244
H -1.178 1.511 -4.000
H -1.623 3.221 -3.712
H -2.426 1.912 -2.811
C -0.726 3.943 -1.145
H -0.903 4.716 -1.904
H 0.072 4.271 -0.470
H -1.634 3.798 -0.548
O -4.784 2.538 2.757
S -3.751 3.364 2.187
O -4.144 4.563 1.483
N -2.699 2.455 1.289
C -1.506 2.237 1.809
O -0.662 1.422 1.215
C -1.332 3.039 3.067
C -0.278 3.248 3.967
C -0.425 4.076 5.095
C -1.629 4.735 5.373
C -2.698 4.546 4.489
C -2.513 3.717 3.374
H 0.664 2.754 3.769
H 0.417 4.218 5.778
H -1.723 5.382 6.261
H -3.652 5.042 4.677
*
```

Computed, not measured: a 2-piece molecular cluster, C2H9N4O overall at a distorted geometry, with ωB97M-V/def2-TZVPD.

* HOMO level: -14.2 eV
* Kohn-Sham gap: 10.7 eV

Geometry as ORCA input:
```
! RIJCOSX wB97M-V def2-TZVPD def2/J DEFGRID3
* xyz 1 1
N -0.147 -0.773 1.526
C -1.434 -0.826 1.261
N -2.406 -0.268 1.994
H 0.253 -0.321 2.338
H 0.509 -0.856 0.697
H -1.735 -1.505 0.473
H -3.400 -0.469 1.769
H -2.200 0.394 2.708
N 0.811 0.466 -2.579
C 1.055 0.350 -1.188
N 0.716 1.459 -0.436
O 1.498 -0.708 -0.682
H 1.395 -0.203 -3.106
H 0.963 1.458 -2.839
H 0.457 2.281 -0.981
H 1.227 1.553 0.425
*
```

Computed, not measured: C23H29Br51NOP as an isolated structure at a distorted geometry, with ωB97M-V/def2-TZVPD.

* HOMO level: -9.1 eV
* Kohn-Sham gap: 8.8 eV

Geometry as ORCA input:
```
! RIJCOSX wB97M-V def2-TZVPD def2/J DEFGRID3
* xyz 0 1
C -3.839 -0.690 -2.640
C -2.838 -0.504 -1.986
P -1.208 0.100 -1.125
C 0.403 0.743 -0.279
C 0.358 2.186 0.132
O 1.322 2.909 -0.010
N -0.880 2.652 0.670
C -0.866 2.651 2.138
C -1.338 3.907 0.054
H -4.659 -0.585 -3.314
H -1.414 -0.827 -0.098
H -1.763 1.385 -1.191
H -0.489 -0.350 -2.244
H 1.273 0.578 -0.915
H 0.590 0.171 0.638
H -1.116 1.649 2.500
H -1.635 3.322 2.507
H 0.110 2.905 2.564
H -2.250 3.700 -0.517
H -0.620 4.296 -0.665
H -1.587 4.670 0.789
C 2.938 5.603 -1.444
Br 1.987 4.881 -2.947
Br 4.475 6.619 -2.010
Br 1.792 6.659 -0.312
H 3.308 4.749 -0.858
C -4.305 -2.852 1.959
Br -4.354 -4.776 1.976
Br -3.761 -2.146 0.239
Br -5.982 -2.095 2.520
H -3.562 -2.547 2.682
C 0.364 7.037 -6.212
Br -1.156 7.411 -5.098
Br 1.966 7.873 -5.540
Br 0.606 5.148 -6.469
H 0.166 7.468 -7.183
C 3.833 -0.059 1.359
Br 2.506 -0.527 2.678
Br 5.537 0.304 2.169
Br 4.006 -1.409 0.002
H 3.498 0.853 0.877
C 4.846 1.900 -2.205
Br 5.522 2.715 -3.810
Br 4.867 3.146 -0.730
Br 3.134 1.078 -2.503
H 5.522 1.099 -1.937
C -9.949 -3.276 0.728
Br -8.602 -3.454 -0.633
Br -9.374 -4.032 2.397
Br -10.510 -1.445 0.937
H -10.812 -3.837 0.400
C -6.712 -5.936 5.474
Br -6.901 -6.829 3.778
Br -5.181 -4.772 5.514
Br -8.322 -5.003 5.965
H -6.548 -6.703 6.216
C 5.844 -4.581 2.554
Br 7.430 -3.523 2.293
Br 4.605 -3.704 3.738
Br 5.011 -5.037 0.881
H 6.145 -5.504 3.027
C -3.633 5.057 -8.156
Br -4.626 5.412 -6.547
Br -2.430 6.499 -8.574
Br -2.717 3.368 -8.069
H -4.345 4.994 -8.965
C 8.131 0.406 4.973
Br 9.148 -0.061 3.412
Br 8.976 -0.216 6.588
Br 7.765 2.292 5.040
H 7.178 -0.101 4.895
C 4.261 6.935 -8.523
Br 5.720 7.859 -9.371
Br 2.743 6.778 -9.694
Br 4.795 5.238 -7.801
H 3.943 7.536 -7.683
C -8.040 -10.505 1.965
Br -8.057 -12.429 1.990
Br -7.458 -9.818 0.265
Br -9.740 -9.771 2.481
H -7.318 -10.183 2.701
C -14.034 -0.073 2.389
Br -15.191 1.446 2.158
Br -13.308 -0.149 4.169
Br -14.914 -1.715 1.908
H -13.203 0.052 1.710
C 5.938 1.158 8.619
Br 5.175 0.319 7.065
Br 5.614 3.053 8.627
Br 5.336 0.321 10.242
H 7.009 1.015 8.559
C 12.775 1.492 2.143
Br 12.115 0.448 0.664
Br 14.395 2.425 1.691
Br 11.425 2.681 2.815
H 13.015 0.800 2.937
C 3.307 -2.913 -4.721
Br 1.904 -2.374 -3.517
Br 4.533 -1.477 -5.082
Br 4.218 -4.479 -4.073
H 2.839 -3.178 -5.658
C -0.809 -6.703 -0.193
Br -1.145 -7.353 -1.972
Br -1.382 -4.880 0.015
Br -1.598 -7.843 1.144
H 0.261 -6.727 -0.042
*
```

Computed, not measured: C8H8F6N5O4S4V as an isolated structure at a distorted geometry, with ωB97M-V/def2-TZVPD.

* ⟨S²⟩: 3.76
* HOMO level (alpha / beta): -4.5 / -5.0 eV
* Kohn-Sham gap (alpha / beta): 6.7 / 7.1 eV

Geometry as ORCA input:
```
! RIJCOSX wB97M-V def2-TZVPD def2/J DEFGRID3
* xyz -1 4
V 0.115 0.024 -0.081
N -1.191 -0.033 1.650
C -1.026 -1.176 2.559
C 0.440 -1.291 2.954
N 1.237 -1.569 1.769
H -1.055 0.839 2.150
H -2.122 -0.021 1.250
H -1.329 -2.083 2.030
H -1.645 -1.076 3.457
H 0.539 -2.052 3.738
H 0.774 -0.333 3.357
H 1.103 -2.503 1.414
H 2.218 -1.369 1.904
S -0.587 2.295 -0.137
C 0.868 2.694 0.699
S 1.793 1.283 1.024
C 1.234 3.973 1.077
C 2.431 4.219 1.801
N 3.390 4.453 2.399
C 0.441 5.117 0.802
N -0.168 6.076 0.597
F -1.066 1.053 -2.986
C 0.173 0.964 -3.454
F 0.892 2.015 -3.096
F 0.094 0.944 -4.784
S 1.015 -0.598 -2.865
O 1.563 -0.297 -1.552
O 1.934 -0.882 -3.913
N -0.181 -1.622 -2.800
S -0.850 -1.892 -1.401
O -0.052 -2.615 -0.445
O -1.760 -0.879 -0.898
C -2.065 -3.175 -1.968
F -2.942 -2.654 -2.828
F -2.734 -3.602 -0.885
F -1.482 -4.228 -2.538
*
```

Computed, not measured: a 2-piece molecular cluster, C5H10O overall at a distorted geometry, with ωB97M-V/def2-TZVPD.

* HOMO level: -8.4 eV
* structure (SMILES): C=C/C=C/C.O
* Kohn-Sham gap: 9.1 eV

Geometry as ORCA input:
```
! RIJCOSX wB97M-V def2-TZVPD def2/J DEFGRID3
* xyz 0 1
C -0.885 1.262 1.832
C -0.342 0.438 0.719
C -0.203 -0.889 0.698
C 0.813 -1.444 -0.205
C 1.194 -2.726 -0.268
H -1.841 1.773 1.679
H -1.031 0.653 2.726
H -0.177 2.058 2.074
H -0.042 0.948 -0.194
H -0.950 -1.476 1.220
H 1.531 -0.692 -0.517
H 2.196 -2.975 -0.605
H 0.517 -3.566 -0.394
H -0.334 2.940 -2.573
H 0.030 1.458 -2.976
O -0.474 2.239 -3.215
*
```

Computed, not measured: one molecule with the formula C4H5N3 at a distorted geometry, with ωB97M-V/def2-TZVPD.

* HOMO level: -9.5 eV
* structure (SMILES): C1=NN=C[C@H]2N[C@@H]12
* Kohn-Sham gap: 9.7 eV

Geometry as ORCA input:
```
! RIJCOSX wB97M-V def2-TZVPD def2/J DEFGRID3
* xyz 0 1
C -0.537 -0.691 -0.608
C 0.995 -0.794 -0.790
C 0.121 1.217 0.780
C -0.964 0.512 0.010
H -0.151 -0.738 1.458
H -1.084 -0.924 -1.562
H 1.270 -1.713 -1.502
H 0.078 2.184 1.255
H -1.797 1.098 -0.429
N -1.088 -0.834 0.736
N 1.801 -0.179 -0.094
N 1.357 0.862 0.746
*
```

Computed, not measured: C34H29ClN4O4Re as an isolated structure, with ωB97M-V/def2-TZVPD.

* ⟨S²⟩: 3.78
* HOMO level (alpha / beta): -13.9 / -13.9 eV
* Kohn-Sham gap (alpha / beta): 6.5 / 5.8 eV

Geometry as ORCA input:
```
! RIJCOSX wB97M-V def2-TZVPD def2/J DEFGRID3
* xyz 2 4
Re -0.174 0.592 0.205
C -3.001 2.137 -3.083
O -3.547 2.395 -1.743
C -2.671 1.946 -0.902
N -1.596 1.363 -1.321
C -1.725 1.310 -2.814
C -1.795 -0.113 -3.316
C -1.471 -0.352 -4.649
C -1.541 -1.638 -5.160
C -1.924 -2.693 -4.341
C -2.243 -2.458 -3.013
C -2.185 -1.168 -2.502
C -2.914 2.055 0.532
C -4.005 2.650 1.134
C -4.098 2.585 2.520
C -3.121 1.905 3.237
C -2.073 1.341 2.538
N -1.949 1.431 1.209
C -1.017 0.502 3.103
N -0.125 0.007 2.318
C 0.685 -0.935 3.136
C 0.171 -0.651 4.568
O -1.014 0.199 4.364
C 0.501 -2.360 2.680
C -0.658 -2.787 2.045
C -0.796 -4.116 1.668
C 0.217 -5.023 1.934
C 1.372 -4.602 2.579
C 1.515 -3.274 2.949
H -2.810 3.109 -3.530
H -3.755 1.592 -3.642
H -0.875 1.828 -3.257
H -1.150 0.463 -5.288
H -1.288 -1.819 -6.195
H -1.970 -3.697 -4.738
H -2.540 -3.277 -2.373
H -2.459 -1.002 -1.464
H -4.755 3.137 0.528
H -4.936 3.039 3.033
H -3.167 1.795 4.312
H 1.731 -0.649 3.076
H 0.863 -0.073 5.175
H -0.158 -1.544 5.091
H -1.465 -2.093 1.834
H -1.698 -4.443 1.168
H 0.108 -6.058 1.640
H 2.163 -5.309 2.792
H 2.421 -2.949 3.449
O 2.136 1.527 1.615
C 2.503 0.439 1.188
C 3.823 -0.276 1.349
C 3.610 -1.619 0.638
C 2.204 -1.556 0.065
O 1.623 -2.355 -0.615
N 1.635 -0.346 0.487
H 4.059 -0.367 2.410
H 4.609 0.331 0.900
H 3.672 -2.478 1.306
H 4.308 -1.790 -0.178
Cl 4.013 0.396 -2.090
C 3.188 1.861 -1.648
C 3.948 3.002 -1.455
C 3.327 4.199 -1.133
C 1.946 4.258 -1.031
C 1.198 3.111 -1.239
C 1.795 1.879 -1.532
C 0.963 0.648 -1.673
H 5.022 2.949 -1.568
H 3.926 5.086 -0.978
H 1.456 5.194 -0.803
H 0.116 3.179 -1.186
H 1.539 -0.258 -1.792
H 0.304 0.686 -2.520
*
```

no.,E_tot (a.u.)
1,-3737.42992
2,-667.96020
3,-3229.77580
4,-375.68444
5,-132639.48396
6,-4020.47445
7,-271.66313
8,-319.52978
9,-2370.97059